{
  "formula": "C33H86N6O10",
  "method": "the ωB97M-V functional and the def2-TZVPD basis",
  "species": ["C", "C", "C", "O", "C", "N", "H", "H", "H", "H", "H", "H", "H", "H", "H", "H", "H", "C", "C", "C", "O", "C", "N", "H", "H", "H", "H", "H", "H", "H", "H", "H", "H", "H", "C", "C", "C", "O", "C", "N", "H", "H", "H", "H", "H", "H", "H", "H", "H", "H", "H", "C", "C", "C", "O", "H", "H", "H", "H", "H", "H", "H", "H", "C", "O", "C", "C", "N", "C", "C", "O", "C", "H", "H", "H", "H", "H", "H", "H", "H", "H", "H", "H", "H", "H", "H", "H", "C", "O", "C", "C", "N", "C", "C", "O", "C", "H", "H", "H", "H", "H", "H", "H", "H", "H", "H", "H", "H", "H", "H", "H", "C", "O", "C", "C", "N", "C", "C", "O", "C", "H", "H", "H", "H", "H", "H", "H", "H", "H", "H", "H", "H", "H", "H", "H"],
  "coordinates": [[2.2937, 5.2624, 4.5281], [0.8078, 5.3974, 4.1702], [0.1715, 4.1119, 3.9370], [0.6617, 3.5758, 2.7559], [-0.0682, 2.3854, 2.5061], [0.1844, 6.2322, 5.1710], [2.8068, 6.2376, 4.3336], [2.7718, 4.3973, 4.0560], [2.2273, 5.0271, 5.5982], [0.7783, 5.8788, 3.1930], [-0.9310, 4.3093, 3.7688], [0.2513, 3.4174, 4.7643], [0.0738, 2.2563, 1.4572], [-1.1613, 2.5023, 2.7043], [0.3485, 1.5547, 3.1456], [0.5689, 6.0863, 6.0930], [-0.8133, 6.0109, 5.2510], [-4.5146, 0.9352, 2.9789], [-3.8598, -0.4022, 3.1508], [-2.5263, -0.2745, 3.9245], [-1.8654, -1.4822, 3.7741], [-0.7971, -1.6205, 4.7352], [-4.6471, -1.3889, 3.8599], [-3.9307, 1.6609, 2.3945], [-4.6811, 1.4077, 3.9472], [-5.4593, 0.9100, 2.4345], [-3.5646, -0.8021, 2.1448], [-2.8128, -0.0863, 4.9390], [-1.9481, 0.5753, 3.5297], [-1.2314, -2.0881, 5.6297], [-0.5390, -0.5994, 5.0184], [-0.0080, -2.1887, 4.2719], [-4.0491, -2.2067, 4.1236], [-5.3919, -1.8046, 3.3182], [-5.2826, -1.7293, -0.7310], [-5.8505, -2.9139, 0.0525], [-4.8269, -3.8100, 0.7428], [-3.9442, -4.3303, -0.2520], [-2.8913, -5.0745, 0.4515], [-6.7263, -2.3608, 1.0503], [-4.8651, -0.9780, -0.0102], [-6.0555, -1.2152, -1.3271], [-4.4953, -2.0840, -1.3755], [-6.3305, -3.6184, -0.5943], [-5.3568, -4.5445, 1.3992], [-4.2162, -3.1987, 1.4540], [-3.2947, -6.0893, 0.8312], [-2.4256, -4.4403, 1.1776], [-2.1943, -5.3570, -0.3386], [-7.4554, -1.8278, 0.6438], [-7.2168, -3.0977, 1.5638], [-1.7633, -0.9169, -0.2437], [-0.3821, -0.6916, 0.2133], [0.5962, -1.8419, -0.1131], [0.1882, 0.5195, -0.3535], [-1.8203, -1.1691, -1.3133], [-2.3571, -0.0102, -0.1210], [-2.2235, -1.7417, 0.3288], [-0.3489, -0.5448, 1.2871], [0.3530, -2.7871, 0.3963], [1.5965, -1.5843, 0.1645], [0.5161, -2.1081, -1.1659], [-0.2903, 0.8503, -1.1378], [3.9139, -3.5468, 1.7558], [4.3058, -4.8818, 1.5722], [5.6241, -5.1567, 1.9878], [6.1050, -6.4044, 1.3241], [6.3243, -6.1432, -0.1056], [6.9564, -7.3331, -0.6918], [7.2424, -7.0700, -2.1941], [5.9457, -7.0824, -2.8962], [6.0832, -6.9680, -4.2800], [3.8523, -3.1592, 2.7951], [2.9443, -3.4560, 1.2543], [4.5857, -2.7669, 1.2499], [5.6847, -5.3527, 3.1068], [6.3410, -4.4092, 1.6915], [5.4887, -7.2814, 1.3818], [7.1029, -6.6095, 1.7507], [5.4806, -5.9709, -0.6146], [6.4035, -8.2946, -0.4850], [7.8825, -7.4944, -0.1195], [7.8535, -7.8263, -2.5759], [7.7214, -6.0853, -2.2115], [5.0327, -6.9447, -4.6504], [6.5812, -7.8718, -4.7020], [6.5984, -6.0782, -4.6770], [-5.4790, 9.0364, -2.8629], [-4.0464, 9.0008, -2.7565], [-3.6544, 8.0981, -1.7449], [-2.1676, 7.8210, -1.8047], [-1.7413, 7.2093, -3.0397], [-1.9657, 5.7710, -3.1022], [-0.8763, 4.8987, -2.4737], [-0.8582, 5.0725, -1.0748], [0.2100, 4.4790, -0.4215], [-5.9494, 9.1459, -1.8850], [-5.8743, 8.1227, -3.3061], [-5.7827, 9.8017, -3.5677], [-4.2638, 7.2006, -1.8842], [-3.9224, 8.4596, -0.7792], [-1.8178, 7.2360, -0.9860], [-1.6583, 8.8165, -1.7202], [-2.1603, 7.6436, -3.8753], [-2.1071, 5.5391, -4.1678], [-2.8835, 5.5361, -2.6195], [0.1449, 5.0352, -2.7969], [-1.1080, 3.8593, -2.6960], [1.0673, 5.1775, -0.4143], [0.4560, 3.5741, -1.0260], [-0.0224, 4.3193, 0.6024], [5.3892, -3.2910, -1.9955], [4.7099, -2.0604, -1.7118], [3.5974, -1.9222, -2.5997], [3.1130, -0.5074, -2.4546], [1.8363, -0.3678, -3.1842], [1.4962, 0.9914, -3.4462], [0.1065, 1.0451, -4.1471], [-0.8932, 0.6821, -3.1572], [-2.1661, 0.8189, -3.7972], [4.7438, -4.1767, -1.7105], [6.3528, -3.2208, -1.4684], [5.4462, -3.3526, -3.1003], [2.8073, -2.6538, -2.2978], [3.9269, -2.2226, -3.6023], [3.8612, 0.0976, -2.9500], [3.1131, -0.2288, -1.3925], [1.0856, -0.7214, -2.6000], [2.2586, 1.4194, -4.1034], [1.4530, 1.6577, -2.5419], [0.1063, 0.2953, -4.9609], [-0.2343, 1.9997, -4.5419], [-2.8848, 0.5468, -3.0086], [-2.3147, 0.1445, -4.6123], [-2.2865, 1.8681, -4.1670]],
  "forces_ev_per_a": [[-0.46, 0.27, 0.41], [1.91, 1.37, -0.30], [-2.13, -0.13, -0.23], [-0.44, -0.69, 0.17], [0.37, -0.18, 0.38], [-1.16, 0.09, 0.16], [-0.17, -1.04, 0.34], [-0.03, 0.47, -0.24], [0.76, 0.20, 0.05], [-0.23, 0.43, -0.09], [0.65, -0.21, 0.42], [0.17, -0.37, 0.50], [0.02, -1.02, -0.67], [0.68, 0.05, -0.01], [-0.50, 0.53, -0.76], [0.20, -0.11, 0.05], [0.37, 0.30, -0.13], [-0.42, 0.96, -0.08], [1.50, -0.84, -1.04], [-1.48, 0.53, -1.43], [1.14, -0.81, 0.21], [-1.77, 0.65, -0.12], [0.18, -1.18, 0.99], [0.36, -0.43, 0.12], [-0.21, -0.05, 0.12], [-0.17, -0.38, 0.23], [-0.16, 0.39, 0.41], [0.04, 0.18, 1.02], [0.05, -0.18, 0.11], [0.45, -0.22, -0.09], [0.80, -0.15, 0.05], [0.35, -0.11, 0.12], [-0.49, 1.19, -0.33], [-0.19, 0.38, -0.40], [0.22, 0.25, 0.71], [0.56, 0.23, 0.11], [0.80, 1.44, 0.39], [0.27, -1.01, 1.92], [-1.58, -1.51, -1.97], [-0.31, -0.90, 1.56], [-0.27, -0.65, -0.56], [0.21, -0.33, 0.20], [0.30, 0.07, -0.38], [-0.71, -0.24, -0.97], [0.38, -0.09, -0.79], [-0.34, -0.18, -0.29], [0.47, 1.79, -0.03], [0.24, 0.12, 0.69], [0.21, 0.20, 0.16], [-0.62, 0.75, -0.57], [0.26, 0.15, -0.09], [-1.23, -0.56, -0.44], [2.01, 0.29, -0.47], [-1.34, -0.51, 0.05], [-0.14, 0.05, 0.02], [0.19, -0.06, 0.22], [-0.13, -0.01, 0.24], [0.05, 0.34, -0.25], [-0.16, 0.14, 0.34], [-0.16, 0.35, 0.21], [0.65, 0.29, -0.03], [0.24, 0.21, -0.23], [-0.04, -0.64, 0.34], [0.25, 1.80, -0.79], [0.41, 0.44, 0.23], [-0.42, -1.30, 1.56], [0.88, 0.58, -1.33], [1.16, -0.97, 0.09], [0.00, 0.01, -0.18], [-2.47, 0.57, 1.68], [1.77, 0.57, 1.22], [-0.93, -0.73, -1.03], [-0.10, -0.81, -0.17], [0.08, 0.06, 0.34], [-0.49, -1.29, 0.29], [-0.22, 0.63, -0.96], [0.06, 0.80, 0.02], [-0.63, -0.46, 0.85], [-0.37, -0.17, -0.07], [-0.73, 0.14, 0.07], [0.00, 0.75, -0.61], [0.17, 0.20, -0.52], [1.09, -1.18, -0.87], [-0.10, -0.05, -0.50], [0.78, -0.02, -0.04], [-0.19, 0.48, 0.13], [0.01, -0.03, 0.54], [0.65, -0.34, -0.25], [-0.78, 0.40, -0.22], [-0.24, -0.83, -0.46], [0.03, 2.01, -0.95], [0.40, -0.26, -0.95], [1.02, 0.51, -0.66], [-0.13, -0.01, 0.34], [-1.78, 0.90, 0.19], [1.20, 0.04, -1.62], [-0.01, 0.32, 0.04], [0.17, -0.49, 0.09], [0.23, 0.50, 0.24], [0.21, -0.48, 0.02], [-0.23, 0.64, 1.02], [0.02, -0.53, 0.64], [-0.33, -0.67, -0.01], [0.26, -0.05, 0.96], [0.28, -0.35, 0.30], [-1.03, -0.61, 0.59], [0.30, 0.62, -0.82], [-0.22, -0.52, -0.08], [0.07, -0.35, -0.21], [0.31, 0.10, 1.06], [-0.39, -0.54, 0.70], [-1.13, 0.26, -0.07], [-0.05, -0.64, -0.47], [0.06, -1.00, 1.30], [-0.35, -0.29, -0.89], [0.36, -0.35, 0.90], [-1.03, 1.64, -0.53], [0.55, -0.89, 1.01], [0.12, 0.14, -1.41], [-0.06, 0.70, 1.69], [0.84, 0.80, 0.15], [-0.41, -0.53, -0.38], [0.74, -0.17, 0.42], [0.27, 0.39, -0.18], [-0.26, 0.49, -0.14], [0.09, 0.50, -0.10], [-0.33, 0.01, -0.12], [0.13, -0.30, 0.05], [-0.11, 0.08, -0.10], [0.04, -0.49, -0.42], [-0.08, 0.25, 0.25], [0.63, 0.40, -0.12], [-0.07, 0.45, -0.42], [0.21, -0.59, -0.71], [-0.18, -0.69, 0.38]],
  "max_force_ev_per_a": 3.0,
  "de_lowest_ev": 0.8927,
  "gap_ha": 0.3330
}